1.
Formula: C27H24AuN4O3PTe
Source: the Open Molecules 2025 dataset
Level of theory: ωB97M-V/def2-TZVPD

```
! RIJCOSX wB97M-V def2-TZVPD def2/J DEFGRID3
* xyz 0 1
Au -1.1401 -1.2130 0.2501
N 6.2059 4.9241 4.0550
C 5.3711 4.2740 3.6082
C 4.3269 3.4597 3.0473
C 2.9935 3.8269 3.2140
C 1.9924 3.0455 2.6644
C 2.3097 1.8878 1.9625
C 3.6429 1.5205 1.8072
C 4.6513 2.3050 2.3383
C 1.2199 1.0480 1.3763
C 0.5285 1.6349 0.3361
C 0.8897 2.8688 -0.3187
C -0.0066 3.0455 -1.3297
C -0.8954 1.9251 -1.2645
N -0.5888 1.0998 -0.2954
C 1.0831 -0.2283 1.9854
C 1.7868 -0.6543 3.1296
C 1.3843 -1.9465 3.4311
C 0.4417 -2.3025 2.4719
N 0.2611 -1.2904 1.6165
H 2.7505 4.7217 3.7704
H 0.9539 3.3258 2.7844
H 3.8863 0.6188 1.2599
H 5.6889 2.0287 2.2100
H 1.7192 3.5085 -0.0642
H -0.0502 3.8604 -2.0344
H -1.7365 1.7235 -1.9107
H 2.4917 -0.0544 3.6799
H 1.7134 -2.5664 4.2475
H -0.1080 -3.2242 2.3703
C -2.3463 -1.4345 -3.2177
C -3.3087 -1.9206 -2.1592
O -2.9374 -1.3530 -0.8807
P -3.9084 -1.4005 0.5212
O -2.8676 -0.7657 1.4296
Te -4.7360 -3.5124 0.9068
O -5.0542 -0.3587 0.1713
C -4.7605 1.0529 0.0177
C -4.6520 1.3986 -1.4505
H -2.6441 -1.8245 -4.1914
H -1.3365 -1.7759 -3.0092
H -2.3438 -0.3441 -3.2737
H -3.2995 -3.0065 -2.0642
H -4.3303 -1.5993 -2.3630
H -3.8526 1.2952 0.5686
H -5.5966 1.5737 0.4787
H -3.7778 0.9246 -1.9017
H -4.5576 2.4788 -1.5643
H -5.5428 1.0727 -1.9871
N 3.6789 -4.2605 -4.3862
C 2.9457 -3.7708 -3.6499
C 2.0270 -3.1587 -2.7289
C 1.2509 -3.9534 -1.8828
C 0.3740 -3.3543 -0.9972
C 0.2554 -1.9691 -0.9717
C 1.0326 -1.1750 -1.7916
C 1.9191 -1.7725 -2.6766
H 1.3434 -5.0303 -1.9199
H -0.2207 -3.9698 -0.3369
H 0.9508 -0.0979 -1.7587
H 2.5284 -1.1618 -3.3292
*
```

E_LUMO in eV: -1.4
Total energy in a.u.: -2233.06175
Gap between HOMO and LUMO in eV: 6.5334
HOMO in eV: -7.889
ΔE to the lowest compared entry with this formula, charge and spin in eV: 0.854

---

2.
Formula: C3H9NO2
Source: the Open Molecules 2025 dataset
Level of theory: ωB97M-V/def2-TZVPD

```
! RIJCOSX wB97M-V def2-TZVPD def2/J DEFGRID3
* xyz 0 1
C 0.5324 -2.8698 -2.4878
C 0.2721 -2.7430 -1.1923
O -0.7759 -1.9741 -0.7377
H 1.2793 -3.5343 -2.9024
H -0.1037 -2.2781 -3.1425
H 1.0099 -2.9593 -0.4257
H -0.6957 -1.9717 0.2361
N 0.0693 3.3446 0.9697
C -0.0999 2.2125 1.8782
O -0.4115 1.0514 1.0369
H 0.9651 3.4091 0.5128
H -0.6800 3.4138 0.2934
H 0.8531 1.8634 2.3030
H -0.8744 2.2291 2.6083
H -1.3402 0.8064 1.0500
*
```

E_LUMO in eV: 0.7
Total energy in a.u.: -324.87364
Gap between HOMO and LUMO in eV: 9.6170
HOMO in eV: -8.888
SMILES: C=CO.NCO
ΔE to the lowest compared entry with this formula, charge and spin in eV: 2.693

---

3.
Formula: C4H14NO4S
Source: the Open Molecules 2025 dataset
Level of theory: ωB97M-V/def2-TZVPD

```
! RIJCOSX wB97M-V def2-TZVPD def2/J DEFGRID3
* xyz -1 1
O 0.2736 -0.0966 -3.4121
C -0.2702 -0.1263 -2.3178
N -0.0804 -1.1524 -1.4513
C -0.7778 -1.3522 -0.1449
C -1.7127 -0.2061 0.2081
S -2.6831 -0.6004 1.7090
C 0.2735 -1.5737 0.9362
H -0.9033 0.6966 -1.9813
H 0.4710 -1.9186 -1.7931
H -1.3874 -2.2530 -0.2496
H -2.4241 -0.0175 -0.6014
H -1.1464 0.7237 0.3171
H 0.9923 -2.3486 0.6509
H 0.7435 -0.6214 1.1802
H -0.2145 -1.9710 1.8262
H 2.8391 -0.7026 0.1224
H 1.9303 -0.1874 -0.9837
O 2.8026 -0.0734 -0.6112
H 3.1062 1.6134 0.0499
H 2.3100 2.8404 0.5628
O 3.2276 2.5101 0.4442
H -1.9703 1.9353 2.3566
H -3.0707 2.2172 1.3580
O -2.3288 2.6645 1.8249
*
```

E_LUMO in eV: 3.1
Total energy in a.u.: -914.78501
Gap between HOMO and LUMO in eV: 6.6055
HOMO in eV: -3.491
ΔE to the lowest compared entry with this formula, charge and spin in eV: 0.000

---

4.
Formula: C47H46AsCl3F6N6O5S3SiTi
Source: the Open Molecules 2025 dataset
Level of theory: ωB97M-V/def2-TZVPD

```
! RIJCOSX wB97M-V def2-TZVPD def2/J DEFGRID3
* xyz 2 1
Ti -0.5922 -0.0824 0.0510
C 3.5416 -1.7405 3.0802
C 3.0591 -2.2461 1.7539
C 3.7884 -3.2414 1.1083
C 3.3419 -3.7193 -0.1040
C 2.1673 -3.2163 -0.6372
C 1.4838 -2.2310 0.0670
N 1.9340 -1.7435 1.2248
N 0.2440 -1.7011 -0.4089
Si -0.6519 -2.7964 -1.6070
C -0.8731 -4.4436 -0.7449
C 0.2082 -2.9034 -3.2651
C -2.3705 -2.1624 -2.0747
H 4.0993 -2.5224 3.5939
H 2.7193 -1.4222 3.7113
H 4.2105 -0.8888 2.9471
H 4.6860 -3.6304 1.5682
H 3.8896 -4.4874 -0.6337
H 1.8125 -3.6008 -1.5772
H -0.0526 -4.7251 -0.0857
H -0.9714 -5.2258 -1.5022
H -1.7982 -4.4497 -0.1639
H 1.1421 -3.4565 -3.3254
H 0.3806 -1.9072 -3.6739
H -0.5024 -3.4048 -3.9305
H -2.8164 -1.3447 -1.5155
H -3.0500 -3.0148 -1.9758
H -2.3648 -1.8773 -3.1275
F 2.0188 4.2473 1.6660
C 1.4952 4.1220 0.4652
F 2.3738 3.5983 -0.3668
F 1.0804 5.2937 0.0302
S -0.0018 2.9824 0.6373
O 0.4906 1.6934 0.0532
O -0.3828 2.8884 2.0091
N -1.1989 3.6054 -0.1557
S -2.9405 2.3270 0.4798
O -2.1501 1.1059 0.1058
O -3.9019 2.6342 -0.5190
C -1.0918 4.0055 -1.5094
F -2.0387 3.4141 -2.2524
F 0.1020 3.6657 -2.0465
F -1.2469 5.3134 -1.6385
Cl -1.6589 7.7704 -4.0667
C -1.6427 6.1456 -4.6516
C -0.4475 5.4460 -4.7052
C -0.4468 4.1484 -5.1853
C -1.6135 3.5372 -5.6318
C -1.5848 2.1529 -6.2487
C -2.0017 1.0537 -5.2778
N -1.1434 0.9427 -4.0930
C 0.2339 0.8399 -4.0623
C 0.5630 0.5549 -2.7785
N -0.5951 0.4710 -2.0242
C -1.5943 0.7346 -2.8557
O -0.3194 1.7897 -6.7530
C -0.0035 2.3067 -8.0550
C 0.7361 3.6082 -7.9988
C 1.9518 3.7718 -7.4058
Cl 2.8723 2.5443 -6.6289
S 2.5029 5.3916 -7.4392
C 1.0976 5.8848 -8.2828
C 0.2530 4.8459 -8.5126
C -2.7982 4.2606 -5.5326
Cl -4.3034 3.5411 -6.0330
C -2.8314 5.5583 -5.0510
H 0.4705 5.9181 -4.3835
H 0.4864 3.6062 -5.2497
H -2.3232 2.1169 -7.0577
H -1.9678 0.1008 -5.8074
H -3.0188 1.2309 -4.9319
H 0.8287 0.9891 -4.9472
H 1.5380 0.4043 -2.3470
H -2.6383 0.7779 -2.5929
H -0.9238 2.4341 -8.6310
H 0.5953 1.5354 -8.5388
H 0.9764 6.9165 -8.5704
H -0.6913 4.9486 -9.0295
H -3.7632 6.1028 -5.0003
C 3.9044 2.2759 3.7238
C 2.9349 2.1616 4.7056
C 1.7430 1.4966 4.4464
C 1.5042 0.9250 3.2014
C 2.4868 1.0489 2.2187
C 3.6724 1.7181 2.4758
As -0.1251 -0.0531 2.7393
C 0.0047 -1.7830 3.6216
C -0.2359 -2.9792 2.9561
C -0.1847 -4.1825 3.6452
C 0.1109 -4.1979 5.0014
C 0.3619 -3.0067 5.6660
C 0.3063 -1.8020 4.9790
C -1.6496 0.6430 3.7677
C -2.9221 0.5705 3.2043
C -4.0518 0.9716 3.9046
C -3.9337 1.4519 5.1985
C -2.6806 1.4920 5.7874
C -1.5551 1.0820 5.0860
H 4.8313 2.7943 3.9292
H 3.0968 2.5910 5.6853
H 1.0235 1.4484 5.2453
H 2.3564 0.5945 1.2512
H 4.4195 1.7954 1.6957
H -0.4251 -2.9861 1.8908
H -0.3590 -5.1127 3.1186
H 0.1546 -5.1368 5.5368
H 0.6048 -3.0116 6.7202
H 0.5194 -0.8841 5.5118
H -3.0557 0.1689 2.2142
H -5.0255 0.9059 3.4344
H -4.8075 1.7760 5.7469
H -2.5696 1.8366 6.8069
H -0.6188 1.0950 5.6163
C -3.9306 -3.1462 1.7149
C -2.9642 -2.1908 1.2152
N -2.1847 -1.4464 0.8302
H -4.3102 -2.7966 2.6756
H -3.4425 -4.1113 1.8508
H -4.7542 -3.2417 1.0080
*
```

E_LUMO (spin up / spin down) in eV: -6.8 / -6.8
Total energy in a.u.: -9072.05367
Gap between HOMO and LUMO (spin up / spin down) in eV: 5.3743 / 5.3736
HOMO (spin up / spin down) in eV: -12.219 / -12.219
ΔE to the lowest compared entry with this formula, charge and spin in eV: 1.489

---

5.
Formula: C42H34BrN6O3SV
Source: the Open Molecules 2025 dataset
Level of theory: ωB97M-V/def2-TZVPD

```
! RIJCOSX wB97M-V def2-TZVPD def2/J DEFGRID3
* xyz 1 4
V -0.2946 -0.8882 -0.5893
O 0.8461 -2.6710 -1.5527
C 0.5631 -2.7750 -2.9339
C -0.4830 -1.7961 -3.4261
C -0.8647 -1.7969 -4.7669
C -1.8701 -0.9416 -5.1831
C -2.4835 -0.1325 -4.2362
C -2.0338 -0.1919 -2.9310
N -1.0506 -0.9897 -2.5356
H 1.5805 -2.0488 -1.4297
H 0.1787 -3.7934 -3.0824
H 1.4823 -2.6624 -3.5233
H -0.3846 -2.4644 -5.4653
H -2.1879 -0.9187 -6.2144
H -3.2771 0.5469 -4.5031
H -2.4866 0.4226 -2.1662
N -1.1357 0.8681 0.1957
C -0.8340 0.9046 1.6063
C -1.2403 1.9089 2.4586
C -1.0029 1.7857 3.8229
C -0.3811 0.6520 4.3199
C 0.0391 -0.3690 3.4807
C 0.6281 -1.6125 4.0487
C 1.0095 -2.6846 3.0181
C 0.3436 -2.4721 1.6503
N 0.1548 -1.1713 1.1663
C -0.1780 -0.2404 2.0938
H -2.1380 1.0018 0.0586
H -0.6716 1.6262 -0.3148
H -1.7801 2.7607 2.0714
H -1.3072 2.5707 4.4961
H -0.2436 0.5435 5.3855
H 1.4282 -1.3597 4.7440
H 2.0469 -3.0079 3.0191
H 0.7959 -3.0971 0.8741
Br 6.8356 4.4960 2.9750
C 6.2725 4.6231 1.1630
C 4.9172 4.7156 0.8776
C 4.5019 4.7029 -0.4329
C 5.4364 4.6030 -1.4762
C 6.8019 4.6153 -1.1672
C 7.2183 4.5985 0.1468
N 5.0540 4.5783 -2.7952
N 4.0536 4.0003 -3.2435
C 3.3670 2.9808 -2.6825
C 3.9460 1.9764 -1.8819
C 3.1958 0.9424 -1.3775
C 1.7974 0.8872 -1.5603
O 1.0568 -0.0255 -1.0468
C 1.1802 1.9051 -2.3765
N -0.1634 1.8995 -2.4510
C -0.7433 2.7904 -3.2277
C -0.0420 3.7301 -3.9862
C 1.3244 3.7995 -3.8516
C 1.9777 2.8856 -3.0092
H 4.1993 4.7795 1.6797
H 3.4518 4.7795 -0.6684
H 7.5158 4.5763 -1.9743
H 8.2705 4.5559 0.3880
H 5.0145 2.0002 -1.7137
H 3.6724 0.1660 -0.7932
H -1.8273 2.7729 -3.2463
H -0.5757 4.4044 -4.6360
H 1.9132 4.5402 -4.3679
O -2.0551 -1.8856 -0.1528
S -2.9030 -1.5267 1.0415
C -4.3586 -2.6245 0.9653
C -5.5853 -2.0908 1.3322
C -6.7183 -2.8880 1.3055
C -6.6197 -4.2153 0.9183
C -5.3895 -4.7398 0.5513
C -4.2544 -3.9463 0.5728
C -2.1116 -2.2702 2.4486
C -2.5363 -1.8532 3.7057
C -1.8078 -2.1088 4.8311
C -0.4300 -2.6126 4.6845
C -0.1665 -3.5512 3.4949
C -0.9656 -3.1682 2.2318
H -5.6562 -1.0583 1.6396
H -7.6772 -2.4760 1.5859
H -7.5053 -4.8341 0.8857
H -5.3149 -5.7745 0.2546
H -3.2959 -4.3457 0.2807
H -3.4828 -1.3356 3.7817
H -2.1783 -1.8368 5.8067
H -0.0441 -3.0181 5.6178
H -0.0817 -4.6139 3.6977
H -1.2520 -4.0138 1.6026
*
```

E_LUMO (spin up / spin down) in eV: -2.7 / -3.2
Total energy in a.u.: -6091.08512
Gap between HOMO and LUMO (spin up / spin down) in eV: 6.4536 / 6.1275
HOMO (spin up / spin down) in eV: -9.157 / -9.323
ΔE to the lowest compared entry with this formula, charge and spin in eV: 4.926

---

6.
Formula: C17H25Cl3NO9PS3Tm
Source: the Open Molecules 2025 dataset
Level of theory: ωB97M-V/def2-TZVPD

```
! RIJCOSX wB97M-V def2-TZVPD def2/J DEFGRID3
* xyz 1 3
Tm 0.0711 0.3659 -1.0828
O -2.1434 3.4247 1.1095
C -1.5317 2.9092 0.0825
O -0.4037 2.4269 0.1239
C -2.2515 2.9347 -1.2187
C -3.3934 3.6458 -1.5052
C -3.8197 3.6488 -2.8317
C -3.0635 3.0029 -3.7952
C -1.9309 2.3133 -3.3862
N -1.5733 2.2418 -2.1198
C -0.9170 1.6952 -4.3313
O -0.6968 2.5463 -5.3559
O 0.2372 1.3182 -3.5658
H -1.6514 3.1084 1.9198
H -3.9129 4.1945 -0.7321
H -4.7134 4.1890 -3.1134
H -3.3276 3.0447 -4.8429
H -0.0973 2.1099 -5.9817
C 2.2424 -3.8523 -1.2004
S 0.9021 -3.1390 -0.2975
C 1.6037 -3.2844 1.3130
O 0.9383 -1.6627 -0.6279
H 3.1233 -3.2248 -1.0515
H 1.9725 -3.8979 -2.2523
H 2.4038 -4.8572 -0.8064
H 1.5983 -4.3399 1.5884
H 0.9729 -2.7068 1.9831
H 2.6198 -2.8865 1.2933
Cl 0.7306 -2.5596 -4.3556
C 1.0206 -0.8330 -4.2773
Cl 2.2693 -0.4404 -2.9913
Cl 1.5982 -0.2477 -5.8176
C -0.2339 -0.0618 -3.7604
O -1.1564 0.3573 -4.7367
O -0.7587 -0.5933 -2.6748
C -2.2127 -2.2681 3.7000
C -0.9133 -1.5936 4.0683
C 0.0568 -2.4903 4.7968
O -0.2240 -1.1672 2.8411
P -0.5451 0.1781 2.0540
S -0.8495 1.6264 3.3138
S -1.8707 -0.2493 0.5891
O 0.8661 0.3031 1.2088
C 1.9494 1.2139 1.6027
C 2.6520 0.6736 2.8218
C 2.8652 1.2927 0.3991
H -2.7181 -2.5989 4.6095
H -2.0286 -3.1411 3.0684
H -2.8805 -1.5912 3.1673
H -1.1039 -0.6972 4.6558
H 0.2490 -3.4055 4.2302
H -0.3636 -2.7771 5.7622
H 1.0033 -1.9781 4.9739
H 1.4953 2.1805 1.8054
H 2.9732 -0.3571 2.6507
H 2.0014 0.7020 3.6944
H 3.5341 1.2817 3.0317
H 3.3476 0.3314 0.2114
H 3.6362 2.0443 0.5633
H 2.3527 1.5967 -0.5205
*
```

E_LUMO (spin up / spin down) in eV: -3.1 / -3.1
Total energy in a.u.: -5396.47982
Gap between HOMO and LUMO (spin up / spin down) in eV: 8.2686 / 8.2719
HOMO (spin up / spin down) in eV: -11.352 / -11.352
ΔE to the lowest compared entry with this formula, charge and spin in eV: 1.159

---

7.
Formula: C17H49AlO16PS4Si
Source: the Open Molecules 2025 dataset
Level of theory: ωB97M-V/def2-TZVPD

```
! RIJCOSX wB97M-V def2-TZVPD def2/J DEFGRID3
* xyz -1 1
C 1.9801 0.4869 -3.1314
Si 1.1213 -0.9197 -2.2786
C -0.4863 -0.3699 -1.4902
C 0.7405 -2.2949 -3.4995
O 2.1562 -1.4278 -1.1042
C 1.9991 -2.6142 -0.3215
C 2.4066 -2.3194 1.1073
Al 4.1727 -1.4186 1.3994
P 5.2655 -0.7374 -0.6605
O 4.7286 0.5242 -1.2506
O 5.2998 -1.9021 -1.8210
O 6.8977 -0.6976 -0.4544
H 2.4666 1.1155 -2.3810
H 1.2953 1.0992 -3.7233
H 2.7812 0.1279 -3.7836
H -1.3075 -0.3331 -2.2130
H -0.3624 0.6213 -1.0454
H -0.7708 -1.0509 -0.6831
H 0.2305 -3.1448 -3.0396
H 1.6500 -2.6633 -3.9818
H 0.0843 -1.8908 -4.2774
H 0.9531 -2.9555 -0.3842
H 2.6211 -3.3975 -0.7725
H 2.3690 -3.2518 1.6863
H 1.6475 -1.6546 1.5362
H 4.0116 0.0105 2.1717
H 5.1931 -2.3594 2.2571
H 4.5925 -1.6608 -2.4309
H 7.1006 -0.4866 0.4609
O -0.0279 0.2318 1.7247
S 0.4653 1.4408 2.3176
O 0.8037 1.4114 3.7096
O -0.6205 2.5847 2.0469
C -1.9962 2.2406 2.3209
C -2.3136 2.2066 3.7999
C 1.7911 2.1109 1.4058
H -2.2113 1.2859 1.8382
H -2.5577 3.0215 1.8097
H -1.7817 1.4017 4.3033
H -3.3870 2.0515 3.9258
H -2.0375 3.1489 4.2737
H 1.5265 2.1167 0.3504
H 2.6453 1.4492 1.5742
H 1.9893 3.1132 1.7764
O -3.9031 0.2757 -3.3755
S -4.6782 -0.6859 -2.6455
O -4.0486 -1.9065 -2.2544
O -6.0097 -1.0057 -3.4448
C -5.8606 -1.3597 -4.8509
C -5.3384 -2.7635 -5.0480
C -5.4074 0.0725 -1.2394
H -5.2193 -0.6129 -5.3195
H -6.8700 -1.2451 -5.2399
H -4.3160 -2.8662 -4.6905
H -5.3610 -2.9932 -6.1146
H -5.9626 -3.4848 -4.5211
H -5.9015 0.9906 -1.5445
H -4.5841 0.2776 -0.5570
H -6.1064 -0.6293 -0.7927
O -0.2867 3.1440 -1.9092
S -0.8117 3.4496 -3.2062
O -0.2489 2.8098 -4.3551
O -0.7707 5.0305 -3.4033
C 0.4911 5.6836 -3.0927
C 1.5466 5.4565 -4.1506
C -2.5528 3.2417 -3.2201
H 0.8183 5.3391 -2.1115
H 0.2152 6.7338 -3.0183
H 1.8496 4.4123 -4.1960
H 2.4198 6.0628 -3.9049
H 1.1782 5.7532 -5.1328
H -2.9683 3.7548 -2.3571
H -2.7183 2.1686 -3.1586
H -2.9491 3.6368 -4.1516
O 0.6476 -4.7778 6.6988
S 0.8432 -3.5465 7.4086
O -0.2815 -2.6744 7.5744
O 2.0725 -2.7783 6.8130
C 2.1414 -2.5645 5.3576
C 1.2095 -1.4837 4.8798
C 1.5346 -3.8807 8.9949
H 1.9622 -3.5246 4.8751
H 3.1836 -2.2938 5.2074
H 0.1643 -1.7747 4.9780
H 1.4213 -1.2957 3.8267
H 1.3670 -0.5551 5.4248
H 2.3914 -4.5370 8.8724
H 0.7523 -4.3663 9.5739
H 1.8196 -2.9372 9.4522
*
```

E_LUMO in eV: 1.6
Total energy in a.u.: -4347.19300
Gap between HOMO and LUMO in eV: 6.6701
HOMO in eV: -5.061

---

Please write out number 2 again, unchanged.
Formula: C3H9NO2
Source: the Open Molecules 2025 dataset
Level of theory: ωB97M-V/def2-TZVPD

```
! RIJCOSX wB97M-V def2-TZVPD def2/J DEFGRID3
* xyz 0 1
C 0.5324 -2.8698 -2.4878
C 0.2721 -2.7430 -1.1923
O -0.7759 -1.9741 -0.7377
H 1.2793 -3.5343 -2.9024
H -0.1037 -2.2781 -3.1425
H 1.0099 -2.9593 -0.4257
H -0.6957 -1.9717 0.2361
N 0.0693 3.3446 0.9697
C -0.0999 2.2125 1.8782
O -0.4115 1.0514 1.0369
H 0.9651 3.4091 0.5128
H -0.6800 3.4138 0.2934
H 0.8531 1.8634 2.3030
H -0.8744 2.2291 2.6083
H -1.3402 0.8064 1.0500
*
```

E_LUMO in eV: 0.7
Total energy in a.u.: -324.87364
Gap between HOMO and LUMO in eV: 9.6170
HOMO in eV: -8.888
SMILES: C=CO.NCO
ΔE to the lowest compared entry with this formula, charge and spin in eV: 2.693